[1]
This record from OMol25 describes the molecule CF2N2 at a distorted geometry. The level of theory is ωB97M-V/def2-TZVPD.

**Relative energy (zero: lowest compared OMol25 entry of this formula, charge and spin)**: 4.501 eV
**Total charge**: 0
**Highest occupied orbital energy**: -10.933 eV
**Max |F|**: 7.93 eV/Å
**LUMO level**: -0.33 eV
**SMILES**: FC1=NN1F
**HOMO-LUMO gap**: 10.599 eV

Each line ends with the Löwdin charge.
Cartesian coordinates (Å):
F  -0.134596  1.853198  -0.081373  0.14
C  -0.216878  0.490347  -0.091506  -0.36
N  -0.906496  -0.389129  -0.659360  0.30
N  -0.046598  -0.642879  0.465264  0.04
F  1.304569  -1.311539  0.366973  -0.13

Forces on atoms 1 to 3 (eV/Å):
F 0.380 -3.310 0.362
C -1.438 5.836 -3.528
N 0.378 0.955 -1.822



[2]
This record from OMol25 describes a structure of composition C8H21N2NaO6S3 at a distorted geometry. The level of theory is ωB97M-V/def2-TZVPD.

**Relative energy (zero: lowest compared OMol25 entry of this formula, charge and spin)**: 0.000 eV
**Total charge**: +1
**Highest occupied orbital energy (alpha / beta)**: -11.552 / -11.550 eV
**Max |F|**: 4.88 eV/Å
**LUMO level (alpha / beta)**: -3.38 / -7.52 eV
**HOMO-LUMO gap (alpha / beta)**: 8.176 / 4.030 eV
**Multiplicity**: 2

Each line ends with the Löwdin charge.
Cartesian coordinates (Å):
Na  4.742718  14.293654  17.916387  0.27
N  2.195602  14.435476  19.466596  -0.55
O  2.986859  15.376982  19.275669  0.14
O  2.186471  13.495376  18.766388  0.21
O  1.285197  14.509507  20.315313  0.30
C  5.751539  9.202709  18.119211  -0.05
C  5.631479  10.616792  18.530212  -0.20
N  5.507351  11.758184  18.849996  0.17
H  5.048770  8.936837  17.329562  0.08
H  5.529783  8.710482  19.066124  0.09
H  6.770671  8.914421  17.861630  0.09
C  2.726882  11.556497  15.752794  -0.22
S  3.213907  13.321519  15.365376  0.87
O  4.689093  13.450072  15.724958  -0.56
C  3.181113  13.072663  13.548761  -0.24
H  1.785779  11.234628  15.306892  0.06
H  2.673111  11.420303  16.832917  0.03
H  3.521869  10.840067  15.545856  0.06
H  3.589740  13.944806  13.038382  0.05
H  2.121761  13.024738  13.296650  0.06
H  3.734694  12.270216  13.061186  0.07
C  4.679127  18.648527  17.150727  -0.25
S  5.300083  17.343238  16.024551  0.92
O  5.781042  16.077766  16.747561  -0.57
C  3.616644  16.857849  15.438750  -0.23
H  3.938368  19.300340  16.687571  0.06
H  5.530367  19.283420  17.396503  0.05
H  4.191445  18.337700  18.074666  0.06
H  3.787218  15.972144  14.826765  0.02
H  3.181708  17.676662  14.865629  0.06
H  3.051716  16.681708  16.354130  0.05
C  6.911621  16.917618  20.840199  -0.25
S  7.301229  15.186312  20.412756  0.89
O  6.059139  14.499753  19.892640  -0.59
C  8.441450  15.564273  18.971482  -0.21
H  6.402915  17.483648  20.059866  0.05
H  7.723812  17.550466  21.197901  0.06
H  6.183408  16.843254  21.647846  0.05
H  8.938864  14.670416  18.595035  0.05
H  9.193084  16.289296  19.283705  0.06
H  7.742707  15.923382  18.215901  0.02

Forces on atoms 1 to 3 (eV/Å):
Na 0.962 -0.103 0.131
N 0.989 3.512 -0.349
O -1.163 -0.817 1.175



[3]
This record from OMol25 describes a cluster of 2 separate species, C3H4N2OS in total at a distorted geometry. The level of theory is ωB97M-V/def2-TZVPD.

**Relative energy (zero: lowest compared OMol25 entry of this formula, charge and spin)**: 4.578 eV
**Total charge**: 0
**Highest occupied orbital energy (alpha / beta)**: -7.662 / -7.660 eV
**Max |F|**: 5.25 eV/Å
**LUMO level (alpha / beta)**: -0.18 / -0.18 eV
**HOMO-LUMO gap (alpha / beta)**: 7.484 / 7.478 eV

Each line ends with the Löwdin charge.
Cartesian coordinates (Å):
C  0.593254  0.831693  1.258446  -0.20
C  -1.399508  -0.741783  -1.453659  -0.09
C  0.975175  0.294335  -0.094170  -0.32
N  -0.083112  -0.017083  1.974698  -0.31
N  0.345910  -0.996543  -0.267717  -0.36
O  -1.520501  0.305262  -1.906403  0.10
S  -0.336302  -1.489461  1.231088  0.83
H  0.802087  1.808007  1.453291  0.07
H  -2.275131  -1.266173  -1.170829  0.08
H  0.859176  1.078037  -0.832073  0.11
H  2.038953  0.193709  -0.192673  0.10

Forces on atoms 1 to 3 (eV/Å):
C -1.834 -4.863 -0.740
C 2.826 0.797 2.793
C -0.040 0.088 0.478



[4]
This record from OMol25 describes a structure of composition C7H15NO at a distorted geometry. The level of theory is ωB97M-V/def2-TZVPD.

**Relative energy (zero: lowest compared OMol25 entry of this formula, charge and spin)**: 5.150 eV
**Total charge**: 0
**Highest occupied orbital energy**: -7.893 eV
**Max |F|**: 3.72 eV/Å
**LUMO level**: 0.82 eV
**HOMO-LUMO gap**: 8.710 eV

Each line ends with the Löwdin charge.
Cartesian coordinates (Å):
C  0.676338  0.148198  -0.165879  -0.58
C  -1.715136  0.255916  1.041842  -0.12
C  1.582782  0.564604  -1.339505  -0.05
C  1.500122  -0.664701  0.844598  -0.04
C  -0.621000  -2.066896  -0.732585  -0.11
N  -0.438667  -0.630678  -0.738301  -0.11
C  -0.049517  1.283378  0.532913  -0.10
C  0.302191  2.567605  0.476745  0.01
O  -2.766166  -0.509967  0.522490  -0.08
H  -3.630896  -0.091233  0.616342  0.09
H  -0.893244  -0.132428  -1.496719  0.13
H  -2.134534  1.172486  1.442431  0.07
H  -1.239143  -0.300403  1.839789  0.08
H  2.014428  -0.310017  -1.839575  0.08
H  2.396632  1.198013  -0.976890  0.07
H  1.031690  1.146773  -2.083994  0.08
H  1.945311  -1.554111  0.387801  0.08
H  2.312806  -0.040126  1.221632  0.09
H  0.901605  -0.984205  1.699566  0.07
H  -0.065058  -2.540078  -1.549730  0.07
H  -0.342950  -2.498248  0.228066  0.08
H  -1.681420  -2.275893  -0.883006  0.07
H  -0.279711  3.328867  0.992205  0.05
H  1.193535  2.933144  -0.040236  0.06

Forces on atoms 1 to 3 (eV/Å):
C -0.321 -0.921 -0.952
C 1.088 2.957 1.985
C 0.207 0.415 0.328